(1)
# C42H32BrFN2O15P

A structure of composition C42H32BrFN2O15P in a non-equilibrium geometry (ωB97M-V with the def2-TZVPD basis set, OMol25).

The geometry in XYZ format:
```
94
Properties=species:S:1:pos:R:3:forces:R:3
O 1.758155 0.784803 -1.153086 -0.464 0.305 -0.300
P 1.054792 -0.490170 -1.234045 1.698 1.024 0.822
O 1.524933 -1.421634 -2.425779 -0.657 -0.043 0.166
O 1.356904 -1.308361 0.099199 -0.945 -0.642 -0.702
C -0.783043 -0.296969 -1.221734 0.743 -0.966 0.424
C -1.485365 -0.772631 -0.099102 -0.899 0.532 -0.551
C -2.853414 -0.599644 -0.148840 0.904 -0.080 -0.096
C -3.400089 -0.009370 -1.298367 -1.887 0.328 -0.274
C -4.902232 0.128166 -1.363212 0.366 -0.212 1.121
C -5.571928 -1.146739 -1.862144 -0.957 0.857 -0.449
F -5.197906 -2.236825 -1.104684 0.401 0.039 -0.163
N -2.730410 0.443437 -2.346610 0.797 -0.541 1.062
N -1.429686 0.276331 -2.228851 0.567 0.213 -0.776
Br -0.438765 0.955696 -3.680924 0.994 -1.150 1.117
H 2.242209 -0.950130 -2.879742 -0.029 -0.153 -0.165
H 1.089698 -2.238886 0.006454 0.255 -0.078 0.349
H -0.986696 -1.218426 0.752161 0.049 -0.058 -0.129
H -3.513613 -0.903887 0.653400 0.020 -0.031 -0.062
H -5.235579 0.264247 -0.320907 0.055 -0.011 -0.639
H -5.218354 1.022388 -1.900326 0.099 -0.245 -0.349
H -5.392233 -1.290985 -2.931671 0.319 -0.463 0.179
H -6.652179 -1.022396 -1.741307 0.081 -0.050 0.015
C -4.499609 1.634572 4.310188 0.013 -0.069 -0.028
C -4.960866 0.762775 3.416870 0.047 -0.028 0.008
C -5.617776 1.217455 2.170408 -0.126 -0.001 0.115
O -6.040508 0.415818 1.353239 0.026 0.101 0.397
C -5.744517 2.675581 1.948913 0.004 0.029 -0.029
C -5.284776 3.551032 2.839270 -0.016 -0.013 -0.073
C -4.623968 3.099772 4.092192 -0.015 0.027 0.050
O -4.203431 3.892756 4.900944 0.019 0.003 -0.011
H -4.017208 1.324374 5.228317 -0.005 0.041 0.016
H -4.880535 -0.308362 3.557006 -0.049 -0.003 -0.011
H -6.228845 2.983433 1.030499 -0.031 -0.025 0.009
H -5.367868 4.620984 2.697510 0.014 0.006 0.043
C -5.147118 3.124980 -6.575892 -0.016 -0.046 0.061
C -4.403272 2.532717 -5.645670 -0.045 -0.024 0.014
C -2.940835 2.743969 -5.587830 -0.073 -0.050 0.050
O -2.256875 2.195663 -4.731395 -1.417 1.278 -1.115
C -2.329055 3.633839 -6.594295 0.023 -0.079 0.067
C -3.066796 4.229061 -7.527545 0.023 0.017 -0.005
C -4.536553 4.023191 -7.592861 0.026 0.022 -0.036
O -5.212682 4.562880 -8.436696 -0.028 -0.004 0.010
H -6.218825 2.985427 -6.638613 -0.001 0.029 -0.038
H -4.826570 1.875699 -4.896126 0.029 -0.011 0.004
H -1.258367 3.774298 -6.533196 -0.001 0.008 -0.051
H -2.634653 4.883896 -8.273485 0.006 -0.001 0.003
C 2.178123 -2.299646 4.079571 0.077 0.108 -0.087
C 1.152773 -2.339090 3.233451 0.032 0.022 0.037
C 0.186692 -3.454972 3.234424 -0.079 -0.032 0.011
O -0.743832 -3.467203 2.443706 0.051 0.095 -0.107
C 0.389369 -4.542754 4.214843 -0.091 -0.019 0.018
C 1.410197 -4.514439 5.067686 -0.088 0.196 -0.030
C 2.383786 -3.392413 5.067711 -0.062 -0.027 0.031
O 3.314005 -3.370929 5.844354 0.054 -0.072 -0.075
H 2.899137 -1.486019 4.090568 -0.134 -0.176 0.127
H 0.970242 -1.561671 2.502577 0.069 0.059 0.048
H -0.328783 -5.351883 4.197836 0.033 -0.028 -0.032
H 1.576874 -5.298571 5.791190 -0.043 -0.002 0.009
C 1.556440 6.632320 -4.524782 -0.015 -0.084 0.004
C 1.072251 5.767061 -5.410776 -0.006 0.011 0.031
C 0.474694 6.226465 -6.688004 0.028 0.043 -0.074
O 0.029911 5.434597 -7.496248 0.006 0.011 0.072
C 0.438211 7.685681 -6.942962 0.003 0.051 0.006
C 0.921893 8.553841 -6.058292 -0.035 -0.030 -0.056
C 1.520413 8.096472 -4.778567 0.022 0.060 0.000
O 1.962519 8.882281 -3.972407 -0.007 -0.016 0.020
H 1.996116 6.318059 -3.586708 0.015 0.046 0.007
H 1.090794 4.697046 -5.244294 0.005 -0.004 -0.032
H -0.001191 7.998539 -7.881541 0.000 -0.037 -0.012
H 0.903818 9.623060 -6.225546 0.022 0.006 0.036
C 6.763900 1.480956 2.482939 -0.056 0.023 0.028
C 5.685980 1.385620 3.256585 0.024 0.039 -0.013
C 5.228955 0.075711 3.777782 0.061 0.015 0.047
O 4.242791 -0.014330 4.482387 0.069 0.168 -0.088
C 6.017057 -1.125178 3.408911 0.005 -0.054 -0.040
C 7.095238 -1.031680 2.635527 -0.052 -0.039 0.027
C 7.554896 0.280066 2.111053 0.054 0.015 -0.007
O 8.536214 0.366535 1.408129 -0.018 -0.009 -0.019
H 7.114477 2.427025 2.090850 0.037 -0.020 -0.014
H 5.096594 2.248414 3.539494 -0.019 -0.023 0.028
H 5.665438 -2.070948 3.803394 -0.011 0.025 0.052
H 7.684233 -1.895266 2.354041 0.036 0.029 -0.014
C 5.095090 -7.678898 5.132897 -0.037 0.066 0.013
C 3.870426 -7.163726 5.069205 -0.042 -0.013 -0.022
C 2.763293 -7.891918 4.397314 -0.033 -0.071 -0.027
O 1.641105 -7.428185 4.331704 0.128 -0.065 0.049
C 3.076162 -9.214257 3.802843 0.035 -0.030 -0.028
C 4.300784 -9.729697 3.866473 -0.071 -0.005 -0.025
C 5.408017 -9.003128 4.537395 0.047 -0.040 0.008
O 6.522388 -9.470977 4.597537 0.002 0.015 -0.009
H 5.915284 -7.164329 5.617201 0.020 -0.032 0.000
H 3.630042 -6.200119 5.499955 0.034 0.007 0.017
H 2.255710 -9.728685 3.318923 -0.027 0.030 0.016
H 4.547772 -10.692626 3.438078 0.040 0.002 0.020
```
Positions in Å, forces in eV/Å.

total charge = +1
max |F| = 0.043 Eh/bohr
energy relative to the best compared isomer or geometry (same formula, charge and spin) = 0.000 eV
HOMO = -11.7 eV
frontier orbital gap = 7.040 eV

***

(2)
# C42H32BrFeN7O3S2Te

A structure of composition C42H32BrFeN7O3S2Te (ωB97M-V with the def2-TZVPD basis set, OMol25).

The geometry in XYZ format:
```
89
Properties=species:S:1:pos:R:3:forces:R:3
Fe 0.531831 0.497725 -0.655613 0.325 -0.442 -0.780
Br 5.593323 -4.109645 2.312095 -0.028 0.028 -0.010
C 4.074744 -3.164416 1.615296 0.056 -0.030 0.069
C 2.825849 -3.778122 1.642530 -0.017 0.081 -0.023
C 1.742497 -3.088957 1.132208 -0.008 -0.102 0.051
C 1.852583 -1.786653 0.603068 0.084 0.152 0.045
O 0.787311 -1.200251 0.169415 -0.311 0.136 0.057
C 3.149318 -1.176019 0.590695 -0.050 0.047 0.002
C 3.394379 0.129953 0.073263 0.048 -0.044 0.086
N 2.491469 0.927678 -0.499649 -0.469 -0.033 0.057
C 2.849706 2.117253 -1.057527 0.043 -0.023 0.096
C 4.117453 2.729159 -1.008170 0.038 -0.006 -0.009
C 4.358103 3.910044 -1.708878 -0.130 -0.037 -0.060
C 3.388137 4.516584 -2.480067 0.088 0.029 0.023
C 2.085750 3.954414 -2.530064 -0.008 0.023 0.026
C 1.026683 4.500025 -3.273224 -0.030 -0.077 0.071
C -0.208023 3.892048 -3.243778 0.027 0.116 -0.047
C -0.393414 2.752385 -2.467496 -0.072 -0.071 0.042
N 0.584548 2.199926 -1.761747 -0.041 0.057 -0.048
C 1.812941 2.774302 -1.792463 0.078 0.042 0.061
C 4.243933 -1.900985 1.106264 -0.043 0.011 0.000
H 2.709038 -4.766809 2.065866 -0.006 -0.019 -0.032
H 0.751815 -3.528536 1.141384 0.001 0.025 -0.008
H 4.426233 0.463847 0.125720 0.007 0.017 -0.037
H 4.911558 2.299740 -0.415304 0.003 0.004 -0.007
H 5.342457 4.361691 -1.647432 0.013 -0.013 0.007
H 3.598905 5.422258 -3.036297 -0.026 0.007 0.016
H 1.196216 5.399419 -3.854829 -0.005 0.001 -0.012
H -1.043345 4.285519 -3.807586 -0.016 0.002 0.027
H -1.363922 2.285265 -2.403858 0.002 -0.062 -0.024
H 5.226805 -1.444767 1.096258 0.005 0.004 0.002
N -3.968375 -5.229755 -0.227072 -0.111 -0.035 0.072
C -3.671885 -4.016608 0.421956 -0.028 0.021 0.008
C -2.912665 -4.011611 1.591598 0.046 -0.011 -0.023
C -2.649231 -2.824434 2.251812 -0.070 0.055 -0.042
C -3.154028 -1.632183 1.747779 -0.061 -0.032 0.085
C -3.916337 -1.625278 0.590538 -0.033 -0.044 0.108
C -4.175762 -2.816266 -0.068961 -0.029 -0.053 0.035
S -2.748080 -0.097252 2.544942 0.434 -0.322 -0.371
O -3.597962 0.893479 1.921929 0.023 0.089 0.065
O -2.892365 -0.283630 3.970571 0.063 -0.003 0.008
N -1.239799 0.194410 2.060059 -0.277 0.048 0.865
C -0.175688 -0.179838 2.835230 -0.374 0.029 -0.409
N 0.883816 0.651811 2.758903 0.106 0.152 -0.003
C 1.965475 0.349297 3.452293 -0.038 0.063 -0.098
C 2.047499 -0.776707 4.253340 0.064 -0.060 0.021
C 0.920340 -1.581198 4.256244 -0.057 0.020 -0.039
N -0.178013 -1.307226 3.572537 -0.006 -0.067 0.010
H -3.273624 -5.944774 -0.079306 0.066 0.026 -0.062
H -4.176127 -5.117825 -1.206988 0.079 0.004 -0.041
H -2.506249 -4.946130 1.965330 -0.020 0.003 0.025
H -2.034861 -2.786931 3.141860 0.000 -0.068 -0.023
H -4.284299 -0.681374 0.212398 -0.049 -0.149 0.016
H -4.755563 -2.815508 -0.986670 -0.022 0.032 0.015
H 2.793978 1.047098 3.362156 0.027 -0.029 -0.009
H 2.939190 -1.025763 4.810178 0.002 -0.018 -0.016
H 0.900046 -2.505920 4.828101 0.020 0.007 0.023
C -4.843699 1.232701 -2.314712 0.011 0.016 0.052
C -4.304752 0.410768 -3.300613 -0.008 -0.029 0.006
C -3.051197 -0.160911 -3.155731 -0.008 0.038 0.033
C -2.269270 0.078159 -2.003772 -0.093 0.109 -0.061
C -2.842430 0.898302 -1.015974 0.261 0.065 -0.068
C -4.096111 1.463475 -1.163898 0.036 0.085 -0.104
N -0.973726 -0.361686 -1.856128 0.457 0.069 0.485
C -0.614989 -1.600233 -2.357314 -0.056 -0.042 -0.091
C 0.716684 -1.839575 -2.746440 -0.069 0.061 0.014
C 1.132262 -3.080032 -3.191998 -0.011 -0.055 -0.037
C 0.238646 -4.142622 -3.287502 0.024 0.011 -0.015
C -1.080856 -3.928969 -2.907825 0.011 0.059 -0.022
C -1.502909 -2.690323 -2.452550 -0.001 0.030 0.033
H -5.821254 1.682987 -2.440785 -0.009 -0.036 0.008
H -4.871466 0.219987 -4.206893 0.018 -0.012 -0.010
H -2.647158 -0.778950 -3.947420 0.006 -0.013 -0.010
H -2.271390 1.054097 -0.106714 -0.138 -0.018 -0.097
H -4.493089 2.066397 -0.355208 0.029 -0.018 -0.002
H 1.424607 -1.020850 -2.673004 0.039 -0.005 -0.024
H 2.168570 -3.224050 -3.477318 0.013 0.028 0.032
H 0.566790 -5.112661 -3.641521 -0.002 0.000 0.016
H -1.792670 -4.747326 -2.958010 -0.019 -0.001 0.024
H -2.525545 -2.556283 -2.120798 0.066 -0.018 -0.039
Te -0.777751 2.854392 1.609070 0.104 0.430 0.227
C 0.524176 4.361525 2.364371 0.113 -0.032 -0.226
C 0.961759 4.450492 3.658745 -0.008 0.008 0.077
C 1.856251 5.533054 3.895373 -0.025 -0.083 0.024
C 2.092538 6.269680 2.774245 -0.055 -0.012 -0.117
S 1.241254 5.624151 1.430976 -0.012 -0.142 -0.006
H 0.642081 3.745331 4.414783 0.019 0.031 0.014
H 2.300418 5.746673 4.859043 -0.007 0.018 -0.014
H 2.709915 7.148343 2.664687 -0.001 -0.027 0.037
```
Positions in Å, forces in eV/Å.

total charge = -2
max |F| = 0.019 Eh/bohr
energy relative to the best compared isomer or geometry (same formula, charge and spin) = 1.947 eV
HOMO (alpha / beta) = -0.3 / -1.9 eV
2S+1 = 5
frontier orbital gap (alpha / beta) = 4.190 / 5.769 eV